(1)
113
Properties=species:S:1:pos:R:3 method="wB97M-V/def2-TZVPD" charge=-1 gap_ev=3.22 total_energy_ev=-849427.1549
F 5.17 -1.83 -2.16
C 4.01 -2.07 -3.04
C 4.58 -2.83 -4.22
C 5.31 -1.88 -5.16
C 6.40 -2.59 -5.91
Br 7.30 -1.62 -7.42
H 3.75 -1.08 -3.44
H 3.81 -3.38 -4.71
H 5.26 -3.54 -3.79
H 5.70 -1.05 -4.65
H 4.61 -1.47 -5.86
H 6.00 -3.49 -6.29
H 7.23 -2.83 -5.27
C 2.56 1.12 0.54
Cl 1.79 -0.34 1.18
Cl 1.34 2.03 -0.33
Cl 3.24 2.11 1.85
H 3.35 0.84 -0.14
C 2.16 0.02 6.50
Cl 0.60 -0.75 6.78
Cl 2.18 1.65 7.18
Cl 3.48 -0.95 7.16
H 2.30 0.10 5.43
C 1.20 -4.39 1.77
Cl 0.33 -5.09 0.41
Cl 2.90 -4.17 1.38
Cl 0.49 -2.84 2.25
H 1.12 -5.08 2.60
C 3.12 5.24 -1.92
Cl 1.55 5.98 -2.29
Cl 3.98 4.86 -3.41
Cl 4.08 6.32 -0.91
H 2.94 4.32 -1.38
C -3.00 -2.36 0.99
Cl -2.71 -1.08 -0.18
Cl -4.24 -1.88 2.15
Cl -3.44 -3.86 0.18
H -2.08 -2.53 1.53
C -2.55 4.81 -2.67
Cl -3.84 3.90 -1.86
Cl -2.41 6.44 -2.00
Cl -1.05 3.92 -2.48
H -2.78 4.89 -3.72
C -3.38 0.52 6.11
Cl -2.46 0.52 7.62
Cl -2.59 -0.49 4.91
Cl -5.04 -0.01 6.40
H -3.40 1.53 5.73
C 3.94 -4.33 -8.93
Cl 4.60 -5.40 -7.69
Cl 2.34 -4.89 -9.42
Cl 3.87 -2.65 -8.37
H 4.59 -4.37 -9.78
C -5.58 0.31 0.21
Cl -5.88 1.59 -0.97
Cl -6.25 0.73 1.79
Cl -6.23 -1.23 -0.36
H -4.51 0.20 0.32
C -5.29 -6.88 2.64
Cl -5.57 -7.75 4.15
Cl -6.61 -7.15 1.50
Cl -5.09 -5.15 2.95
H -4.38 -7.25 2.20
C 8.32 1.93 -4.11
Cl 7.98 0.59 -5.20
Cl 9.68 2.90 -4.71
Cl 6.89 2.96 -3.95
H 8.59 1.53 -3.14
C -1.94 4.32 7.86
Cl -0.49 3.42 7.42
Cl -3.21 4.09 6.65
Cl -2.51 3.86 9.46
H -1.69 5.37 7.88
C 1.37 3.79 -6.46
Cl 2.67 3.01 -7.36
Cl -0.18 3.55 -7.28
Cl 1.31 3.19 -4.81
H 1.58 4.85 -6.43
C -7.90 -7.29 -2.05
Cl -7.89 -8.57 -3.27
Cl -6.32 -6.52 -1.93
Cl -9.15 -6.10 -2.41
H -8.13 -7.74 -1.10
C -6.28 3.22 5.11
Cl -6.62 4.48 3.94
Cl -6.88 3.67 6.71
Cl -6.98 1.68 4.60
H -5.21 3.09 5.18
C -5.38 2.71 9.97
Cl -6.56 1.78 10.90
Cl -5.15 4.31 10.67
Cl -3.84 1.85 9.86
H -5.76 2.83 8.97
C 1.75 9.81 -2.54
Cl 0.18 10.56 -2.88
Cl 2.61 9.46 -4.04
Cl 2.72 10.85 -1.49
H 1.58 8.88 -2.03
C -0.19 7.00 5.10
Cl 0.65 6.81 6.64
Cl 0.03 5.58 4.09
Cl -1.91 7.31 5.37
H 0.23 7.85 4.58
C -0.59 -5.96 5.64
Cl -1.06 -7.31 6.67
Cl 0.71 -6.45 4.54
Cl -1.97 -5.37 4.71
H -0.23 -5.16 6.26
C 4.47 -7.68 -11.36
Cl 5.29 -6.16 -11.02
Cl 2.78 -7.40 -11.76
Cl 5.28 -8.54 -12.67
H 4.51 -8.29 -10.48



(2)
66
Properties=species:S:1:pos:R:3 method="wB97M-V/def2-TZVPD" charge=0 gap_ev=9.26 total_energy_ev=-117207.9995
O 4.79 -5.97 5.67
N 5.01 -5.32 4.67
O 6.04 -4.73 4.43
C 3.93 -5.24 3.68
C 4.20 -4.65 2.46
C 3.20 -4.53 1.51
C 1.95 -5.07 1.80
C 1.67 -5.62 3.04
C 2.68 -5.75 3.99
H 5.23 -4.40 2.23
H 3.34 -4.11 0.53
H 1.20 -5.12 1.02
H 0.69 -6.02 3.26
H 2.48 -6.20 4.95
O -0.75 -3.61 0.39
N -0.82 -2.86 -0.55
O -1.09 -3.20 -1.69
C -0.69 -1.42 -0.29
C -0.23 -1.02 0.95
C -0.04 0.34 1.16
C -0.38 1.26 0.18
C -0.98 0.82 -1.00
C -1.08 -0.53 -1.27
H 0.04 -1.77 1.68
H 0.25 0.72 2.14
H -0.13 2.29 0.36
H -1.33 1.54 -1.73
H -1.29 -0.85 -2.28
O 2.25 9.27 3.48
N 1.07 9.01 3.39
O 0.15 9.76 3.67
C 0.73 7.66 2.90
C -0.62 7.32 2.83
C -0.96 6.01 2.59
C 0.05 5.05 2.44
C 1.39 5.42 2.52
C 1.74 6.74 2.71
H -1.31 8.13 2.97
H -1.98 5.66 2.54
H -0.23 4.02 2.27
H 2.12 4.64 2.33
H 2.79 6.98 2.79
Cl 0.48 5.07 -4.52
C -0.82 4.81 -3.33
C -0.24 4.72 -1.93
Cl 0.58 6.23 -1.43
H -1.20 3.81 -3.56
H -1.57 5.59 -3.39
H 0.47 3.91 -1.84
H -1.07 4.61 -1.24
Cl -1.08 -1.93 -5.90
C -2.30 -0.79 -6.49
C -2.80 0.12 -5.38
Cl -1.52 1.10 -4.64
H -3.17 -1.37 -6.81
H -1.93 -0.24 -7.35
H -3.25 -0.48 -4.60
H -3.53 0.79 -5.83
Cl -2.16 -7.08 -3.51
C -2.89 -6.05 -2.26
C -2.59 -6.59 -0.89
Cl -3.48 -5.59 0.31
H -3.97 -6.03 -2.42
H -2.53 -5.03 -2.38
H -1.55 -6.57 -0.60
H -2.95 -7.61 -0.76